# 1
Density functional theory data (wB97M-V/def2-TZVPD) for C5H10O2 in the gas phase.

XYZ file:
```
17
Properties=species:S:1:pos:R:3:forces:R:3
C 0.23355 1.39684 -2.25183 -0.1 -0.2 0.3
C 0.18659 1.58538 -0.70380 -0.3 0.0 0.1
O -0.08721 0.28131 -0.06061 -1.6 -0.8 -0.1
C 0.04515 -0.55864 1.21817 -0.1 0.7 -0.5
C -1.19404 -1.37156 1.80561 0.1 0.6 -0.5
C 1.02220 -1.48344 0.53385 0.7 0.2 -0.2
O 2.12075 -1.09749 0.24206 0.3 -0.7 0.3
H -0.62566 0.80488 -2.58409 0.1 0.0 0.1
H 0.17484 2.36174 -2.79760 0.0 -0.3 0.7
H 1.14970 0.90625 -2.60768 -0.2 0.0 0.3
H 1.10063 2.13275 -0.41372 -0.2 -0.7 0.4
H -0.66108 2.25059 -0.49318 0.1 -0.2 0.2
H 0.49976 0.02020 2.02331 0.1 0.0 -0.2
H -1.10150 -1.63820 2.88854 0.5 0.5 -0.8
H -2.11321 -0.79218 1.72896 0.0 0.0 -0.1
H -1.36588 -2.34022 1.29609 0.2 0.6 -0.1
H 0.61540 -2.45823 0.17592 0.2 0.2 0.2
```
Forces are in eV/Å.

Computed properties:
gap between HOMO and LUMO	0.381	hartree
total energy	-9439.50396	eV
molar mass	102.1	g mol⁻¹
HOMO level	-9.382	eV
energy above the lowest of the compared OMol25 structures with the same formula, charge and spin	3.539	eV
charge	0
structure (SMILES)	CCO[C@@H](C)C=O

# 2
Density functional theory data (wB97M-V/def2-TZVPD) for C32H36BBr2N11O5STi as an isolated structure.

XYZ file:
```
89
Properties=species:S:1:pos:R:3:forces:R:3
Ti -0.31315 1.65333 0.19072 2.4 0.9 0.9
C -4.18497 -1.29881 -3.40388 -0.7 0.1 0.7
C -4.79682 -1.56045 -2.00963 1.2 -1.7 -1.2
C -5.56225 -2.91853 -2.00717 -0.1 1.3 0.3
C -3.74832 -1.57995 -0.96089 0.2 0.6 1.7
C -4.00081 -1.65360 0.45924 1.1 -0.4 -0.8
C -2.74064 -1.94273 0.97704 -0.7 0.1 -0.5
N -1.81991 -1.98662 -0.02580 -1.0 1.2 -0.5
N -2.45420 -1.59975 -1.22544 0.4 -2.1 0.9
B -0.48927 -2.78566 -0.23461 -1.9 -1.1 1.1
N 0.40194 -1.98928 -1.18864 1.6 1.4 0.3
C 1.11406 -2.39950 -2.24855 0.7 1.4 0.7
C 2.24546 -1.60960 -2.44592 -1.4 0.1 1.3
C 2.20857 -0.60894 -1.42281 -1.2 -1.8 0.9
N 1.06431 -0.86247 -0.65171 0.7 -1.4 -2.7
C 3.24713 0.40314 -1.13966 0.5 2.3 1.3
C 4.01302 0.28721 0.24109 0.9 -3.1 -1.5
C 4.23533 0.50928 -2.30911 -0.5 1.7 -0.9
N 0.23260 -3.07476 1.11854 0.8 0.1 1.6
C -0.13266 -2.94194 2.44050 0.3 0.6 -1.9
C 0.98041 -2.84747 3.21191 0.9 -0.7 -0.3
C 2.05522 -3.15574 2.33492 -2.3 0.8 -1.7
N 1.57013 -3.25415 1.06275 0.8 0.3 1.2
C 3.49262 -3.16715 2.64548 1.5 0.4 -1.3
C 3.65995 -3.06491 4.12874 -0.1 0.4 2.0
C 4.20831 -4.41812 2.14742 -0.5 -1.5 -2.2
H -4.95448 -1.44710 -4.18176 0.6 -0.3 0.1
H -3.24638 -1.86012 -3.50803 -0.5 0.0 -0.3
H -3.95401 -0.24818 -3.40631 0.5 0.5 -0.3
H -5.44486 -0.78897 -1.75857 -1.6 1.4 0.3
H -4.84994 -3.70824 -2.19591 0.1 -0.4 0.0
H -6.30617 -2.87535 -2.80489 0.0 -0.2 0.0
H -6.07809 -3.05793 -1.04688 0.2 -0.2 -0.3
H -4.93162 -1.48668 1.00215 0.4 -0.2 -0.2
H -2.52146 -2.07852 2.02378 0.2 0.0 -0.3
H -0.78906 -3.90440 -0.62265 0.3 0.4 -0.8
H 0.79063 -3.15538 -2.90519 -0.5 -1.1 -0.1
H 2.95282 -1.85681 -3.22204 0.2 0.6 0.2
H 2.72701 1.39694 -0.97361 0.3 -0.9 -0.6
H 4.73639 -0.62406 0.22512 -1.5 1.0 0.0
H 3.29560 0.15967 1.01491 -0.5 -0.2 0.8
H 4.71506 1.04502 0.50318 0.0 1.3 -0.3
H 5.10044 -0.16719 -2.22484 -0.3 0.3 0.0
H 4.53298 1.59994 -2.41601 0.3 -1.5 0.5
H 3.70669 0.36508 -3.27456 0.3 -0.4 0.5
H -1.13412 -2.98462 2.73181 -1.1 0.4 0.3
H 1.02423 -2.49747 4.22075 -0.1 -0.4 0.5
H 3.93454 -2.32738 2.03651 -0.1 -0.4 1.0
H 2.95958 -3.78595 4.59576 0.4 0.2 -0.2
H 3.40278 -2.08870 4.58086 -0.1 -0.2 -0.5
H 4.64050 -3.28416 4.57488 0.1 -0.1 -0.7
H 3.82407 -5.32486 2.68970 0.3 0.7 -0.6
H 5.29571 -4.38782 2.26042 -0.1 0.2 0.3
H 4.05273 -4.58582 0.98465 0.0 0.3 2.4
Br -2.83352 7.53306 0.39220 0.1 0.1 -0.3
C -2.44302 5.69907 0.15683 0.5 -1.2 -2.4
C -2.59243 4.88881 1.29957 0.7 -0.9 -1.9
C -2.45238 3.50525 1.02502 -0.6 1.8 0.1
N -1.94765 2.99573 -0.11998 -0.8 0.7 1.8
C -1.77769 3.80843 -1.22843 0.9 -1.7 0.3
C -2.13392 5.15532 -1.14687 -0.5 1.9 2.0
C -1.14832 3.02682 -2.26352 -0.9 2.2 -0.6
C -0.78206 3.57225 -3.52882 0.5 -0.1 0.3
C -0.03198 2.79970 -4.37778 -1.3 1.2 0.9
Br 0.65307 3.68746 -5.86313 0.5 -0.1 -0.8
C 0.10972 1.43407 -4.13007 0.9 -0.5 -0.3
C -0.39618 0.94879 -2.95278 -0.1 0.0 0.2
N -0.94130 1.72367 -1.97828 1.2 -1.4 0.1
H -2.71301 5.40369 2.23476 -0.5 -0.6 0.4
H -2.94922 2.84106 1.70428 0.7 -0.8 0.6
H -2.12902 5.79892 -2.02739 0.0 -0.1 0.4
H -0.97188 4.61731 -3.76855 0.0 -0.3 0.2
H 0.74465 0.84240 -4.78774 -0.5 -0.2 0.1
H -0.39843 -0.12009 -2.78544 0.2 0.0 0.4
O 4.53028 6.09317 -2.23019 -0.6 -1.8 -0.1
S 4.04802 4.71539 -2.25839 1.4 0.2 1.8
O 4.57070 3.77851 -1.25526 -0.8 1.6 -1.7
O 1.08894 2.61952 0.32269 -3.3 -2.0 -0.6
O 0.40261 -0.22875 0.31739 1.0 0.4 -0.7
N 0.68446 1.53798 3.68658 1.1 -0.2 0.7
C -0.59420 1.39762 3.31338 -2.1 -0.5 0.1
O -0.89922 1.14262 2.07161 0.7 0.8 0.4
C -1.66539 1.48766 4.28497 1.1 0.2 -0.7
C -1.39757 2.13162 5.51097 0.7 0.2 1.1
N -1.04867 2.65476 6.49270 -0.5 -0.5 -0.9
C -2.96090 1.00648 3.99119 -0.6 -0.1 -0.7
N -4.00478 0.60897 3.67370 0.6 0.2 0.4
H 1.36357 1.30525 2.98458 0.1 0.2 -0.4
H 1.04909 1.41371 4.65246 -1.1 0.3 -1.1
```
Forces are in eV/Å.

Computed properties:
gap between HOMO and LUMO (alpha / beta)	0.140 / 0.220	hartree
2S+1	2
total energy	-235110.99668	eV
molar mass	905.3	g mol⁻¹
HOMO level (alpha / beta)	-3.581 / -5.752	eV
energy above the lowest of the compared OMol25 structures with the same formula, charge and spin	3.224	eV
charge	-1

# 3
Density functional theory data (wB97M-V/def2-TZVPD) for C9ClIrN2O9S2 as an isolated structure.

XYZ file:
```
24
Properties=species:S:1:pos:R:3:forces:R:3
Ir 0.04240 0.26630 -0.27940 -1.4 -0.2 -0.6
O 2.31550 -1.09130 2.55540 0.5 -0.9 0.2
Cl 1.72960 0.08890 2.08170 0.7 0.1 1.1
O 1.96040 1.17230 2.94510 0.1 0.8 0.6
O 0.28600 -0.10720 1.94430 -1.8 -0.3 -1.4
O 2.19190 0.40030 0.75470 0.1 0.4 -2.0
O 1.43770 -0.51170 -6.31490 -0.6 0.1 1.9
C 0.95220 -0.44780 -5.19020 0.8 -0.1 -3.4
C 0.86640 -1.56540 -4.21670 -0.1 -2.2 0.7
O 1.23460 -2.70110 -4.41960 0.0 0.7 0.1
C 0.24290 -1.02620 -2.96170 -0.3 1.1 -0.4
C -0.13210 0.40640 -3.20070 0.3 -1.5 -1.2
O -0.17680 1.23790 -2.22150 0.5 0.6 3.1
C 0.35030 0.77740 -4.59580 -1.2 1.6 0.8
O 0.22510 1.85070 -5.13040 0.4 -0.4 0.1
O 0.38250 -1.46570 -1.79310 0.6 -0.2 1.8
S -1.64680 -0.66000 -3.58370 -0.1 -0.2 -1.0
C -2.93780 0.99670 -1.05290 -0.1 -0.4 0.3
S -2.34490 -0.00950 -0.01160 1.3 1.1 -0.8
C -3.50950 1.84460 -1.89680 0.5 -0.4 0.4
C -4.37020 1.44640 -2.94470 0.0 -0.6 -0.5
N -5.06990 1.17940 -3.81160 -0.3 -0.1 -0.2
C -3.28730 3.24000 -1.82380 0.1 0.5 0.6
N -3.18200 4.37850 -1.75080 0.1 0.3 0.0
```
Forces are in eV/Å.

Computed properties:
gap between HOMO and LUMO (alpha / beta)	0.208 / 0.209	hartree
2S+1	2
total energy	-67760.83144	eV
molar mass	571.9	g mol⁻¹
HOMO level (alpha / beta)	-5.836 / -5.807	eV
charge	-1

# 4
Density functional theory data (wB97M-V/def2-TZVPD) for C4H8N2O in the gas phase.

XYZ file:
```
15
Properties=species:S:1:pos:R:3:forces:R:3
C 1.26083 -1.55422 -0.20223 0.6 -0.3 0.0
C 0.79679 -0.20439 0.21763 -1.9 0.0 -0.9
O 1.83908 0.68851 0.59795 -2.0 -1.4 -0.2
N -0.55313 -0.11805 0.99676 0.4 0.6 2.9
C -1.69519 -0.32772 0.07286 3.2 -1.4 -0.7
C -0.44613 0.42284 -0.32296 -0.4 2.7 -0.6
N -0.48505 1.88798 -0.37835 -0.3 -0.2 -0.4
H 1.89607 -1.99177 0.57472 -0.1 0.1 -0.1
H 0.43101 -2.24446 -0.37878 0.0 0.3 0.1
H 1.85225 -1.48194 -1.12024 0.0 0.0 0.1
H 1.52309 1.59674 0.42902 -0.1 -0.3 -0.1
H -2.58526 0.25842 0.26516 0.3 0.1 0.3
H -1.84553 -1.34326 -0.27383 -0.2 0.0 -0.2
H -0.77269 2.22290 0.54207 0.1 -0.1 -0.1
H -1.21614 2.18839 -1.01977 0.4 0.0 -0.1
```
Forces are in eV/Å.

Computed properties:
gap between HOMO and LUMO	0.374	hartree
total energy	-9302.37352	eV
molar mass	100.1	g mol⁻¹
HOMO level	-9.173	eV
energy above the lowest of the compared OMol25 structures with the same formula, charge and spin	4.020	eV
charge	0
structure (SMILES)	C[C@]1(O)N2C[C@@]21N

# 5
Density functional theory data (wB97M-V/def2-TZVPD) for an isolated ion of composition C8H12ClN2O2S and charge +1.

XYZ file:
```
26
Properties=species:S:1:pos:R:3:forces:R:3
C -0.16532 2.14913 1.48509 -1.3 -2.4 -0.8
C -0.08037 0.61744 1.38392 -2.3 -2.4 0.7
O -0.16611 0.13437 0.01880 -0.4 1.0 -0.9
C 0.47755 -1.02809 -0.43384 1.2 0.3 0.9
S 2.20017 -0.47250 -0.85773 -0.8 -1.0 -0.6
C 1.75337 0.95226 -2.00119 -0.3 -3.1 1.4
O 0.69962 -1.99583 0.56867 0.1 0.2 -0.5
C -0.45971 -2.77490 0.84511 1.2 1.2 0.1
N -1.56758 -1.92557 0.86616 -2.4 0.2 1.4
C -1.75336 -1.28693 -0.18671 0.9 -1.3 -1.1
C -0.71140 -1.65377 -1.36008 -0.3 0.5 1.2
C -0.74378 -3.13945 -1.43224 0.9 1.4 1.0
Cl -0.84402 -4.07361 -2.80969 -0.2 0.1 -0.1
N -0.64762 -3.68669 -0.25096 0.0 -1.7 -2.0
H -0.51045 2.38177 2.46122 0.6 0.5 1.1
H 0.68019 2.58525 1.06034 1.8 1.0 0.2
H -0.96502 2.52921 0.87639 -0.7 -0.2 -0.6
H -0.98752 0.01929 1.86128 1.4 1.8 -0.4
H 0.72196 0.04162 1.82119 0.9 0.9 0.4
H 2.29844 1.71632 -1.50925 0.4 1.2 -0.6
H 0.69641 0.94030 -1.77916 -0.2 1.0 -0.5
H 1.99916 0.51159 -2.95532 0.2 1.0 -0.4
H -0.22789 -3.13252 1.81713 -0.2 -1.4 0.5
H -2.52084 -0.56406 -0.24622 -0.7 0.7 -0.6
H -0.85806 -1.11444 -2.26535 -0.1 0.2 -0.7
H -0.81316 -4.69439 -0.26555 0.4 0.1 0.9
```
Forces are in eV/Å.

Computed properties:
gap between HOMO and LUMO	0.269	hartree
total energy	-38913.17330	eV
molar mass	235.7	g mol⁻¹
HOMO level	-12.386	eV
energy above the lowest of the compared OMol25 structures with the same formula, charge and spin	2.406	eV
charge	+1
structure (SMILES)	CCO[C@@]1(SC)O[C@H]2N=C[C@@H]1C(Cl)=[NH+]2

# 6
Density functional theory data (wB97M-V/def2-TZVPD) for a 2-piece molecular cluster, C3H12NO overall.

XYZ file:
```
17
Properties=species:S:1:pos:R:3:forces:R:3
C -2.18921 0.12118 0.50739 -0.5 0.9 -1.0
C -1.01804 0.22576 -0.48238 -0.7 -0.5 0.8
N -0.00966 -0.83670 -0.15901 -0.6 0.7 0.8
C 1.11146 -0.97308 -1.12077 0.2 0.1 -0.7
H -2.83375 -0.73545 0.30703 0.3 -0.3 0.2
H -2.83459 0.96791 0.25152 0.0 0.0 0.2
H -1.96983 0.23631 1.56653 0.4 -0.2 0.0
H -0.53538 1.19378 -0.44426 0.2 0.0 -0.1
H -1.35240 -0.00268 -1.49340 0.0 0.3 0.0
H 0.39087 -0.63590 0.76531 0.0 0.3 -0.2
H -0.59511 -1.65854 0.02040 0.6 -0.4 -0.6
H 0.98944 -1.92285 -1.63404 0.8 -0.3 0.4
H 1.11982 -0.24604 -1.93494 -0.9 0.3 0.3
H 2.01316 -0.69035 -0.58559 0.3 -1.0 0.0
H 2.07539 1.05055 1.90757 -0.2 0.6 0.3
H 1.14541 1.89455 0.91025 -0.1 0.6 0.7
O 1.83748 1.24617 0.99910 0.2 -1.2 -0.8
```
Forces are in eV/Å.

Computed properties:
gap between HOMO and LUMO	0.474	hartree
total energy	-6836.47459	eV
molar mass	78.1	g mol⁻¹
HOMO level	-16.150	eV
energy above the lowest of the compared OMol25 structures with the same formula, charge and spin	0.940	eV
charge	+1